This record from the Open Molecules 2025 dataset describes 5 unconnected molecules or ions with the total composition C21H50N2O5. The level of theory is the ωB97M-V functional and the def2-TZVPD basis.

Positions of all 78 atoms, in Å:
C 6.986 -8.730 -3.800
H 5.238 -8.561 -6.456
H 9.263 -7.365 -2.962
H 1.837 -4.388 -5.864
H 0.040 -1.380 -6.954
C 2.463 0.643 -9.702
H 4.814 -5.451 -2.571
H 5.912 -8.863 -3.680
H -0.062 -0.364 -11.822
C 5.582 -6.518 -5.774
C 5.249 -6.134 -3.307
H -1.173 -6.122 -7.992
H 9.202 -6.121 -4.204
C -0.245 -0.546 -9.729
H -0.249 -3.645 -5.702
H -1.116 -6.350 -1.162
C 1.704 0.446 -8.392
H -1.524 -2.048 -8.833
C 5.606 -5.755 -7.091
H -1.714 -1.902 -10.567
H 7.305 -9.349 -4.643
H 3.805 -7.505 -6.505
H 4.376 -8.169 -4.984
H -1.513 -4.291 -1.847
H 3.053 -1.089 -7.689
H 0.683 2.416 -8.611
H -1.930 0.533 -8.856
O -0.465 -6.115 -1.827
C 7.369 -7.269 -4.083
N 0.625 -0.532 -8.556
C 5.032 -5.575 -4.704
H 2.390 -2.687 -6.026
C 8.883 -7.141 -3.957
H -0.805 -6.050 -5.354
C 1.240 1.824 -7.882
H 2.075 2.434 -7.536
H 5.449 -4.571 -4.807
H 6.296 -4.911 -7.079
C -0.376 -5.931 -7.273
C -1.298 0.569 -9.743
O -0.955 -5.417 -6.062
H 4.669 -7.053 -3.200
N 6.972 -6.785 -5.396
O -0.177 -0.538 -7.382
C -0.545 -4.727 -2.087
H 8.197 -6.591 -6.831
H 0.173 -6.852 -7.086
H 4.606 -5.383 -7.337
H 0.214 -4.177 -1.511
H 6.853 -6.713 -2.038
H -0.262 -4.552 -3.126
H 2.179 -0.259 -6.394
C 6.736 -6.334 -3.056
H 0.973 1.641 -10.869
H 7.473 -9.112 -2.902
C 2.676 -0.119 -7.354
H 3.000 1.598 -9.660
H -0.302 -2.720 -9.930
H -0.843 1.559 -9.736
C 1.569 0.728 -10.926
H 1.801 -3.285 -4.476
H 3.960 -5.443 -4.903
H 0.282 -5.172 -7.697
C 1.664 -3.350 -5.562
H 3.526 0.553 -7.231
O 0.364 -2.938 -5.957
H 2.166 0.796 -11.837
C 4.705 -7.762 -5.941
H 9.394 -7.763 -4.694
O 7.742 -7.347 -6.447
C 0.632 -0.463 -10.984
H 7.210 -5.351 -3.116
C -0.975 -1.876 -9.760
H 1.205 -1.389 -11.072
H 3.260 -0.095 -9.832
H 0.564 1.698 -7.032
H 5.863 -6.390 -7.944
H -1.913 0.497 -10.641

Frontier orbital gap: 8.4 eV
SMILES: CC1(C)CCCC(C)(C)N1O.CC1(C)CCCC(C)(C)N1O.CO.CO.CO
Energy relative to the best compared isomer or geometry (same formula, charge and spin): 70.0 kJ/mol

=====

This record from the Open Molecules 2025 dataset describes a molecular structure, C4H7N3O. The level of theory is the ωB97M-V functional and the def2-TZVPD basis.

Positions of all 15 atoms, in Å:
H 1.298 1.180 -0.751
H -1.272 1.322 1.061
H 1.582 -2.109 0.527
C -0.259 0.591 1.275
O 0.154 0.391 -2.197
H -1.191 -0.817 -1.552
C 0.957 -1.218 0.976
H -1.354 -1.849 0.358
H -0.779 0.911 -2.687
N 1.542 -0.539 1.944
N -1.349 -0.749 -0.254
C 0.351 0.755 -0.719
N 0.618 0.749 2.230
H -0.163 1.669 -0.504
C -0.135 -0.288 0.291

Frontier orbital gap: 9.6 eV
Energy relative to the best compared isomer or geometry (same formula, charge and spin): 802.7 kJ/mol

=====

This record from the Open Molecules 2025 dataset describes a molecular structure, C21H15Br2Cl2N3O2Ru. The level of theory is the ωB97M-V functional and the def2-TZVPD basis.

Positions of all 46 atoms, in Å:
C 2.777 2.092 -3.404
Cl -0.890 -4.943 0.299
H -4.609 0.623 -2.352
H 0.606 -3.823 4.144
C 2.581 -3.153 2.399
H 3.613 -0.842 -1.975
N -0.498 -1.424 1.336
Br -2.515 -0.236 -3.401
Ru -0.820 -0.327 -0.478
C -0.536 3.550 -2.517
C 3.493 0.969 -3.093
H -1.979 2.563 -1.246
O -0.830 -2.152 -1.306
C -0.994 -2.679 3.306
C -1.754 -3.077 -1.343
H -1.171 4.405 -2.697
C 1.800 0.233 -1.531
H 4.507 -2.972 1.500
C -1.190 -4.495 -1.403
C 0.788 -1.865 1.377
C 3.017 0.037 -2.154
C -1.351 -1.813 2.269
H 2.912 -3.837 3.169
H -2.365 -1.442 2.185
C -3.929 -0.191 -2.135
C 1.501 2.304 -2.825
C 0.292 -3.146 3.359
C 1.715 -1.372 0.375
N -0.264 1.450 -1.415
H 3.804 -1.399 -0.201
Cl 0.278 -4.602 -2.361
Br -3.304 0.161 -0.270
C 1.224 -2.735 2.383
H -1.925 -5.186 -1.800
C 0.999 1.346 -1.932
N 1.203 -0.518 -0.523
C 0.695 3.429 -3.106
O -2.939 -2.878 -1.258
H -1.735 -2.965 4.038
C -0.992 2.522 -1.686
H 3.163 2.817 -4.108
H 4.447 0.784 -3.565
H -4.389 -1.168 -2.063
H 1.061 4.190 -3.783
C 3.470 -2.669 1.462
C 3.061 -1.784 0.476

Frontier orbital gap (spin up / spin down): 7.3 / 5.7 eV
Total charge: +2
Spin multiplicity: 5

=====

This record from the Open Molecules 2025 dataset describes a molecular structure, C29H21AlIO6PS. The level of theory is the ωB97M-V functional and the def2-TZVPD basis.

Positions of all 60 atoms, in Å:
C -3.110 0.312 2.253
C 1.640 -3.730 3.354
H -2.446 -3.087 3.004
C -4.884 -3.986 -1.561
H 3.878 0.448 5.286
C 2.794 0.760 3.469
H 1.943 4.233 4.894
I -2.026 0.077 -1.507
H -3.500 0.127 1.260
S 2.243 1.501 -1.088
H 1.698 -5.046 0.245
O 0.169 1.619 1.214
C -3.298 -2.606 -0.251
C -2.965 -3.236 2.067
O 2.278 1.992 0.431
H -3.638 -1.519 -3.464
C -3.747 1.227 3.067
O 3.269 0.546 -1.301
C 2.188 3.262 4.491
H 2.137 -3.811 4.311
H -5.103 -3.490 -3.619
C -2.157 0.777 4.800
H -4.198 -4.801 2.870
C -4.556 -4.458 0.793
O 2.263 2.682 -1.874
C 2.976 2.389 5.224
P -1.169 -1.374 1.399
H 3.348 2.681 6.195
C 1.709 2.893 3.247
C -3.949 -4.223 1.993
C 1.519 1.266 1.368
H 0.355 -2.182 4.035
H -0.599 -0.589 4.337
H -4.606 1.769 2.700
C 2.015 1.641 2.737
H -1.783 0.950 5.799
C -4.633 -3.249 -2.680
H 3.007 -0.210 3.045
C 2.033 -4.533 2.299
C 3.274 1.137 4.712
H -5.576 -4.816 -1.584
C -1.493 -0.114 3.972
C 0.627 -2.798 3.194
C -1.968 -0.367 2.691
O 0.872 0.802 -1.307
C -2.616 -2.451 0.987
C -4.245 -3.683 -0.342
O 1.600 -0.088 1.117
C -0.005 -2.662 1.965
C -3.273 1.459 4.349
C 1.394 -4.422 1.073
C -3.785 -2.140 -2.596
H -0.093 -3.381 -0.057
H 1.094 3.562 2.668
C -3.156 -1.812 -1.418
H -3.766 2.176 4.989
H -5.290 -5.242 0.692
H 2.846 -5.232 2.425
Al 0.148 0.237 0.146
C 0.392 -3.488 0.908

Frontier orbital gap: 7.9 eV

=====

This record from the Open Molecules 2025 dataset describes 8 unconnected molecules or ions with the total composition C23H45BBr14F2NO4. The level of theory is the ωB97M-V functional and the def2-TZVPD basis.

Positions of all 90 atoms, in Å:
H -0.740 -2.824 0.638
C 2.867 -2.525 -2.754
H -9.216 4.427 -0.144
H 1.162 -5.042 -4.413
Br 6.716 -0.917 3.241
H 2.995 -3.546 -3.100
H 0.232 4.212 1.103
H 2.812 -1.855 -3.609
H 6.647 -2.604 -2.820
C 5.880 -2.579 2.656
H 4.256 1.987 4.006
Br 7.420 -0.611 -0.790
H 5.514 -3.067 3.553
H 3.162 1.661 6.143
Br 1.087 -0.285 5.102
H -1.107 -1.334 5.561
H 9.400 -1.654 -1.863
H -2.509 0.402 -2.358
C 4.787 -2.343 1.649
C 1.656 -2.352 -1.886
H 6.683 -3.168 2.217
C 1.156 -5.120 -5.497
H 0.450 2.951 -1.415
Br 7.971 -4.193 -1.443
H -0.858 -0.483 0.910
B -1.004 2.383 -0.265
C -3.245 2.513 -1.177
H 0.756 -2.409 -2.493
C 0.491 3.200 1.424
H 8.153 -3.070 -3.639
Br -8.437 4.554 -2.482
H 0.115 -4.237 -7.175
H -5.813 3.095 -1.852
C -9.660 4.046 -1.062
H -10.598 4.556 -1.254
F -4.912 1.372 0.103
H -8.875 2.028 -1.050
C -0.774 -0.303 5.656
F -2.770 -0.420 1.617
C -4.434 2.654 -0.227
H -2.830 3.519 -1.330
H -3.635 2.137 -2.129
C -1.918 0.422 -1.438
Br -1.235 2.479 5.254
Br 3.181 -1.640 2.481
H 1.157 -6.168 -5.787
H -0.934 -4.942 -5.926
H -4.090 3.145 0.693
Br 3.325 4.128 3.234
C -1.633 -2.459 1.146
H 4.848 3.306 5.041
H 1.630 -1.420 -1.322
C -2.277 -0.874 -0.687
C -0.012 -4.394 -6.109
C -9.823 2.551 -0.974
H -0.793 -0.007 6.700
H -5.379 4.501 -0.839
Br 4.521 -2.059 -1.830
Br 2.638 3.961 6.875
Br -0.268 -2.641 -5.310
C -0.427 0.381 -1.897
H 8.433 -0.739 -3.040
Br 2.854 -4.399 -6.114
Br 1.495 -3.801 -0.582
H -6.471 3.270 -0.212
O -0.425 3.278 -1.164
C -1.806 -0.999 0.748
H -3.373 -0.946 -0.646
H 5.076 -1.636 0.879
Br -10.960 1.862 -2.395
H -1.903 -1.714 -1.279
O -0.179 0.910 -2.994
C 2.891 2.539 5.564
H 1.930 2.384 5.090
H -2.518 -3.027 0.839
H -10.318 2.278 -0.045
H -1.356 0.524 3.731
N -2.215 1.630 -0.634
C -1.582 0.621 4.787
H -2.647 0.467 4.941
C 3.971 2.873 4.572
H 0.541 3.187 2.513
C 7.718 -2.729 -2.701
C 8.396 -1.469 -2.234
C -5.589 3.429 -0.839
H 1.478 2.927 1.039
H 4.493 -3.282 1.184
H -1.513 -2.533 2.230
O -0.480 2.245 0.997
O 0.368 -0.141 -1.107

Frontier orbital gap: 6.8 eV
Total charge: -1

=====

This record from the Open Molecules 2025 dataset describes C10H9ClF3N3 in the gas phase. The level of theory is the ωB97M-V functional and the def2-TZVPD basis.

Positions of all 26 atoms, in Å:
H 2.147 -2.406 1.752
C -1.620 1.350 -0.944
H -2.607 1.782 -0.856
C -1.299 0.428 0.094
H 1.722 -2.391 0.055
H 0.911 0.784 2.213
H 1.306 -0.709 3.199
N -0.323 -2.994 2.481
C 0.394 0.895 -2.077
Cl -2.554 0.306 1.356
C 1.851 -1.753 0.937
C -0.820 1.605 -2.039
N -0.531 -2.208 1.472
F -1.100 1.945 -4.375
H 1.776 -0.345 -1.164
F -0.389 3.673 -3.142
N -0.129 -3.764 3.450
H 1.106 1.007 -2.901
H 2.612 -1.016 0.836
C 0.555 -0.238 2.532
C -1.218 2.598 -3.156
C 0.440 -1.126 1.250
C 0.758 0.028 -1.057
C -0.080 -0.270 0.078
F -2.494 2.975 -3.044
H -0.414 -0.155 3.050

Frontier orbital gap: 9.8 eV
Energy relative to the best compared isomer or geometry (same formula, charge and spin): 64.4 kJ/mol

=====

This record from the Open Molecules 2025 dataset describes C4H5NO in the gas phase. The level of theory is the ωB97M-V functional and the def2-TZVPD basis.

Positions of all 11 atoms, in Å:
C -0.399 -0.728 0.081
C -2.993 0.192 -0.069
H -0.148 -1.407 -0.738
H 3.315 -0.229 -0.004
O 2.358 -0.419 -0.082
H -3.947 0.708 -0.016
H -0.279 1.469 -0.036
N 1.664 0.745 -0.005
C 0.398 0.600 0.098
C -1.883 -0.268 -0.032
H -0.195 -1.177 1.017

Frontier orbital gap: 10.8 eV
SMILES: C#CC/C=N\O
Energy relative to the best compared isomer or geometry (same formula, charge and spin): 389.2 kJ/mol

=====

This record from the Open Molecules 2025 dataset describes C4H5NOS in the gas phase. The level of theory is the ωB97M-V functional and the def2-TZVPD basis.

Positions of all 12 atoms, in Å:
H -2.112 -1.373 0.400
H 0.677 0.879 1.381
S -0.764 2.429 -0.548
H 3.708 -0.179 -1.008
C 0.401 -0.029 0.726
C 1.506 -0.395 -0.024
C 2.759 -0.437 -0.352
C -1.567 0.919 -0.605
H -2.709 0.614 -0.828
N -0.762 -0.083 -0.221
H 0.043 -0.907 1.345
O -1.178 -1.438 -0.266

Frontier orbital gap: 8.4 eV
SMILES: C#CCN(O)C=S
Energy relative to the best compared isomer or geometry (same formula, charge and spin): 658.8 kJ/mol

=====

This record from the Open Molecules 2025 dataset describes C15H13F2N3OS in the gas phase. The level of theory is the ωB97M-V functional and the def2-TZVPD basis.

Positions of all 35 atoms, in Å:
C 0.797 0.693 1.575
H -1.489 1.696 -0.718
H 1.089 0.385 -1.827
H -5.210 -1.275 -0.831
C -1.060 1.143 0.101
H 3.808 -3.091 0.401
N 3.092 1.340 -0.283
H 0.456 3.179 -0.498
C 2.316 2.460 -0.367
H -3.576 -0.820 0.960
C -3.874 0.397 -0.642
C -1.253 -0.538 1.809
C 2.109 -2.666 -0.851
S 3.021 3.918 -0.682
H -5.798 0.013 0.233
H 4.078 1.523 -0.141
H -1.834 -1.295 2.316
C 3.497 -0.997 0.086
H 0.514 -1.994 -2.100
C -1.816 0.177 0.751
N -3.131 -0.117 0.386
C -5.265 -0.197 -0.693
H -5.809 0.241 -1.524
H 1.793 0.916 1.922
C 0.250 1.388 0.499
C 3.205 -2.334 -0.073
F 4.558 -0.641 0.842
C 0.039 -0.269 2.215
F 1.791 -3.965 -1.003
C 1.345 -1.700 -1.480
H 0.460 -0.811 3.048
C 2.734 0.016 -0.503
N 0.974 2.365 -0.193
O -3.476 1.228 -1.423
C 1.665 -0.367 -1.313

Frontier orbital gap: 8.4 eV
SMILES: CC(=O)Nc1cccc(NC(=S)Nc2ccc(F)cc2F)c1

=====

This record from the Open Molecules 2025 dataset describes C3H9NO2S in the gas phase. The level of theory is the ωB97M-V functional and the def2-TZVPD basis.

Positions of all 16 atoms, in Å:
O 1.311 -1.701 0.648
C 1.588 0.794 1.578
H 1.122 1.478 2.302
H 0.016 0.769 -2.119
O -0.282 -0.863 2.357
H -1.048 -1.845 -1.452
C -0.527 -0.020 -0.281
C -1.502 -1.183 -0.758
H 1.684 1.244 0.632
H 1.024 -0.450 -1.495
H 2.383 0.326 2.081
H -2.408 -0.660 -1.296
N 0.464 0.376 -1.254
H -1.857 -1.676 0.070
S 0.472 -0.621 1.189
H -1.089 0.953 -0.107

Frontier orbital gap: 10.6 eV
SMILES: C[C@H](N)S(C)(=O)=O
Energy relative to the best compared isomer or geometry (same formula, charge and spin): 225.4 kJ/mol

=====

This record from the Open Molecules 2025 dataset describes a molecular structure, C34H34BrInN5O8. The level of theory is the ωB97M-V functional and the def2-TZVPD basis.

Positions of all 83 atoms, in Å:
C -3.006 -0.077 -2.388
O 1.584 0.756 0.349
C 1.331 -1.709 1.946
H 1.684 -3.195 0.447
C 0.064 4.806 0.772
H 3.440 -2.314 4.560
C 0.779 -0.324 3.852
In -0.492 0.219 -0.244
H 6.982 -0.584 1.084
H 0.154 0.447 4.286
H -2.186 -4.716 2.002
C 5.239 2.277 1.569
C 1.808 -0.890 4.564
C -3.510 0.169 1.305
C 0.378 0.255 -3.731
H -5.484 0.447 -2.778
H 3.204 2.576 0.938
H 1.533 6.362 0.854
O -2.755 -0.781 0.588
H -3.909 1.414 -0.361
N -2.007 1.842 0.334
C 1.215 5.446 0.375
H -0.544 5.226 1.567
C 6.171 0.130 1.040
H -3.173 -2.066 2.134
O -5.596 0.882 -3.680
H -1.876 1.070 -5.127
O -0.470 -0.122 1.884
C 2.586 0.351 -0.324
C 3.911 0.659 0.349
H 1.990 -0.563 5.582
H 5.328 3.255 2.024
N -2.001 -3.009 0.742
Br 4.886 -1.979 -0.306
H -0.118 -4.623 -0.442
N 0.346 -1.862 -0.297
C -1.617 3.034 0.572
O 0.035 1.949 -1.489
H -0.278 -2.181 -2.251
H -2.312 3.715 1.080
H -0.802 -4.542 -2.049
C -1.540 -3.839 1.826
H 2.980 -3.041 2.246
C 4.055 1.906 0.957
C 4.985 -0.219 0.409
H 2.142 3.299 -2.105
O 2.572 -0.229 -1.408
N -2.008 0.678 -4.208
C -2.052 -3.652 -0.561
C -3.393 1.497 0.598
C 6.302 1.386 1.611
C 2.627 -1.875 3.997
O -4.362 1.389 -5.457
C 0.192 -2.748 -1.452
C 0.509 -0.690 2.509
H -3.885 2.275 1.193
H 7.230 1.658 2.097
H -2.597 -2.981 -1.234
H 0.997 -0.130 -2.923
N -1.618 -0.202 -2.246
O -5.152 -0.493 -1.497
H -4.009 -2.386 0.579
H 1.181 -3.064 -1.798
H 0.529 -0.355 -4.625
C 0.399 3.034 -0.888
C -0.351 3.606 0.176
H -2.628 -4.593 -0.506
C -0.668 -3.970 -1.127
C -4.024 -0.994 -1.686
C 1.562 3.734 -1.300
H 0.710 1.273 -3.930
H -4.566 -0.121 1.321
C -3.242 0.512 -3.608
C -4.444 0.953 -4.323
H 2.866 5.385 -1.007
H -1.482 -3.254 2.743
C 1.958 4.892 -0.678
H -0.533 -4.210 1.627
C -1.063 0.250 -3.369
C 2.366 -2.274 2.708
C -3.053 -2.112 1.046
C 1.119 -2.274 0.633
H -3.124 0.228 2.330

Frontier orbital gap: 6.0 eV
Total charge: -1
Energy relative to the best compared isomer or geometry (same formula, charge and spin): 342.0 kJ/mol

=====

This record from the Open Molecules 2025 dataset describes C4H7NO2 in the gas phase. The level of theory is the ωB97M-V functional and the def2-TZVPD basis.

Positions of all 14 atoms, in Å:
H -1.344 -1.978 -0.080
C -1.556 0.175 -0.065
C -1.436 -1.152 0.633
H -0.351 1.835 -0.990
H 2.855 -0.539 0.358
H -2.332 -1.320 1.240
H 3.542 -0.012 -1.145
O -1.366 1.320 0.796
H -2.372 0.276 -0.783
N 2.791 0.038 -0.477
H -0.565 -1.154 1.293
O 0.837 0.651 0.214
C -0.430 1.093 -0.198
C 1.728 0.766 -0.797

Frontier orbital gap: 10.1 eV
Energy relative to the best compared isomer or geometry (same formula, charge and spin): 315.4 kJ/mol